The following is a DFT calculation (ωB97M-V/def2-TZVPD) of a single C19H27N3O2S molecule.

Its molar mass is 361.511 g/mol. Its SMILES is CCCCC(=O)N(Cc1nc2sc(C)c(C)c2c(=O)[nH]1)C1CCCC1. The HOMO energy comes out at -8.0 eV. Its HOMO-LUMO gap is 8.7061 eV.

```
! RIJCOSX wB97M-V def2-TZVPD def2/J DEFGRID3
* xyz 0 1
C 4.264 -3.308 -3.057
C 3.577 -2.201 -2.267
C 3.040 -2.680 -0.918
C 1.761 -3.529 -1.037
C 0.582 -2.662 -1.406
O 0.506 -2.170 -2.525
N -0.407 -2.434 -0.498
C -1.503 -1.595 -0.971
C -1.211 -0.152 -0.678
N -1.828 0.450 0.285
C -1.454 1.726 0.516
S -2.168 2.691 1.756
C -1.137 4.035 1.334
C -1.241 5.320 2.074
C -0.293 3.749 0.302
C 0.688 4.723 -0.258
C -0.467 2.419 -0.176
C 0.235 1.734 -1.242
O 1.135 2.158 -1.936
N -0.236 0.429 -1.422
C -0.311 -2.739 0.921
C 0.704 -1.845 1.673
C 0.100 -1.590 3.063
C -1.081 -2.556 3.160
C -1.604 -2.577 1.728
H 5.083 -3.740 -2.483
H 3.566 -4.101 -3.311
H 4.669 -2.910 -3.984
H 2.755 -1.792 -2.855
H 4.294 -1.396 -2.089
H 3.806 -3.277 -0.418
H 2.833 -1.811 -0.289
H 1.893 -4.246 -1.848
H 1.597 -4.080 -0.114
H -2.438 -1.895 -0.504
H -1.568 -1.741 -2.053
H -0.283 5.576 2.529
H -1.511 6.129 1.394
H -1.993 5.253 2.855
H 0.172 5.600 -0.648
H 1.252 4.255 -1.059
H 1.377 5.058 0.518
H 0.206 -0.129 -2.151
H -0.007 -3.788 1.014
H 0.846 -0.908 1.133
H 1.673 -2.336 1.748
H -0.266 -0.565 3.131
H 0.826 -1.743 3.860
H -0.739 -3.550 3.457
H -1.833 -2.223 3.872
H -2.069 -1.614 1.525
H -2.315 -3.380 1.542
*
```



The following is a DFT calculation (ωB97M-V/def2-TZVPD) of a single C19H27N3O4 molecule.

Its molar mass is 361.442 g/mol. Its SMILES is CCOCCCNC(=O)[C@H](NC(=O)[C@@H]1CCC(=O)N1)c1ccc(C)cc1. The HOMO energy comes out at -8.8 eV. Its HOMO-LUMO gap is 9.5303 eV.

```
! RIJCOSX wB97M-V def2-TZVPD def2/J DEFGRID3
* xyz 0 1
C 3.536 2.745 1.178
C 3.794 1.518 0.310
O 2.631 0.970 -0.293
C 2.243 1.483 -1.546
C 1.541 2.850 -1.568
C 0.461 3.039 -0.490
N -0.209 1.818 -0.117
C -0.174 1.369 1.146
O 0.309 1.976 2.080
C -0.793 -0.031 1.335
N 0.070 -1.017 0.695
C 0.160 -1.199 -0.631
O -0.551 -0.656 -1.459
C 1.255 -2.192 -1.046
C 0.901 -3.654 -0.692
C 1.778 -3.998 0.514
C 2.793 -2.865 0.615
O 3.710 -2.782 1.396
N 2.479 -1.950 -0.329
C -2.224 -0.136 0.860
C -2.775 -1.377 0.568
C -4.090 -1.486 0.160
C -4.898 -0.361 0.048
C -6.316 -0.478 -0.418
C -4.351 0.875 0.366
C -3.033 0.989 0.767
H 3.349 3.631 0.577
H 4.407 2.930 1.801
H 2.678 2.561 1.820
H 4.541 1.740 -0.466
H 4.180 0.712 0.943
H 3.118 1.535 -2.213
H 1.555 0.732 -1.945
H 2.272 3.653 -1.463
H 1.093 2.941 -2.560
H -0.275 3.767 -0.851
H 0.904 3.425 0.430
H -0.600 1.224 -0.839
H -0.763 -0.240 2.412
H 0.809 -1.394 1.268
H 1.402 -2.066 -2.125
H -0.161 -3.759 -0.478
H 1.138 -4.301 -1.535
H 2.295 -4.950 0.405
H 1.213 -4.039 1.447
H 2.892 -1.025 -0.344
H -2.170 -2.267 0.659
H -4.497 -2.460 -0.071
H -6.739 -1.441 -0.141
H -6.357 -0.393 -1.505
H -6.931 0.313 0.005
H -4.964 1.762 0.298
H -2.634 1.960 1.020
*
```